(1)
{"formula": "C4H5N3", "method": "the ωB97M-V functional and the def2-TZVPD basis", "total_charge": 0, "smiles": "N/N=C1/C=CC=N1", "e_homo_ev": -8.689, "lumo_ev": -0.3, "relative_energy_ev": 2.167, "elements": ["H", "H", "H", "N", "C", "N", "H", "C", "C", "C", "N", "H"], "xyz": [[-2.992, 0.411, 0.248], [3.220, -1.194, -0.085], [-1.495, -1.831, 0.349], [2.438, -0.563, -0.102], [0.212, -0.362, 0.030], [0.261, 1.030, -0.148], [2.506, 0.279, -0.659], [-0.975, 1.413, -0.046], [-1.916, 0.315, 0.160], [-1.166, -0.808, 0.216], [1.258, -1.123, 0.096], [-1.243, 2.466, -0.090]]}

(2)
{"formula": "C4H8O", "method": "the ωB97M-V functional and the def2-TZVPD basis", "total_charge": 0, "smiles": "C/C=C/CO", "e_homo_ev": -9.223, "lumo_ev": 0.9, "relative_energy_ev": 1.655, "elements": ["H", "C", "H", "C", "H", "H", "O", "H", "H", "C", "H", "H", "C"], "xyz": [[-0.965, -1.221, 0.617], [0.322, 0.290, -0.130], [0.403, 1.194, -0.731], [-0.870, -0.340, -0.006], [-2.782, -0.525, -0.984], [3.360, 0.556, 0.140], [2.672, 0.241, -0.556], [-2.787, 0.250, 0.676], [1.964, -0.006, 1.296], [1.637, -0.338, 0.307], [-2.128, 1.122, -0.629], [1.432, -1.370, 0.299], [-2.256, 0.148, -0.299]]}

(3)
{"formula": "C24H35N11O6PSiV", "method": "the ωB97M-V functional and the def2-TZVPD basis", "total_charge": 1, "e_homo_ev": [-9.230, -11.372], "spin_multiplicity": 4, "lumo_ev": [-2.9, -3.2], "relative_energy_ev": 0.000, "s_squared": 3.778, "elements": ["C", "N", "C", "C", "N", "H", "H", "H", "O", "C", "Si", "H", "H", "H", "C", "H", "C", "H", "O", "H", "C", "N", "C", "H", "H", "V", "C", "P", "H", "C", "C", "N", "H", "O", "H", "H", "H", "C", "H", "C", "C", "C", "H", "N", "N", "C", "C", "H", "H", "C", "C", "H", "H", "H", "H", "H", "O", "H", "N", "C", "H", "H", "H", "H", "O", "C", "O", "H", "C", "H", "H", "N", "N", "N", "H", "N", "H", "C", "C"], "xyz": [[0.514, -2.534, 4.971], [-0.023, 2.916, 0.853], [1.143, 0.237, -2.438], [3.723, -3.582, -1.251], [0.331, -0.904, -2.277], [-4.532, -0.863, -3.883], [-3.461, -2.336, -3.566], [5.344, -2.145, -1.356], [-2.379, 2.896, -3.397], [2.975, 1.459, 2.982], [-4.646, -1.627, -1.563], [2.503, 0.930, 3.771], [4.363, 4.552, 2.460], [-1.514, -1.822, 4.705], [1.056, -1.024, 2.681], [1.869, -0.304, -4.317], [1.803, -2.477, 4.487], [-1.490, -0.923, -1.727], [1.227, 3.499, -1.347], [4.113, -0.405, -0.156], [2.048, -1.779, 3.318], [1.617, 2.535, -2.097], [2.731, 1.108, 1.646], [-5.155, -2.494, -3.882], [-5.383, -3.922, -1.266], [-0.443, 0.991, -0.070], [3.893, 3.133, 0.909], [1.539, -0.173, 1.105], [-6.517, -1.239, 0.012], [3.674, -1.367, -0.332], [4.056, 3.529, 2.226], [-1.276, 0.335, 1.613], [-2.271, 4.743, -2.425], [-1.615, 0.973, -2.977], [0.332, -3.176, 5.818], [-0.993, 4.732, 0.747], [-2.372, -0.551, 3.179], [-0.212, -1.037, 3.259], [0.862, 3.336, 0.574], [1.789, -2.784, 0.053], [-1.418, -0.375, 2.709], [-0.484, -1.837, 4.361], [3.001, 1.639, -0.429], [-1.058, 3.777, 0.407], [1.926, 0.331, -3.532], [2.403, -1.558, 0.228], [-4.468, -1.847, -3.399], [3.076, -1.832, 2.951], [3.719, 3.050, 4.314], [2.470, -3.753, -0.665], [-1.505, 3.659, -0.888], [-0.150, 2.856, 1.821], [-1.667, 5.614, -1.068], [-0.534, -1.634, -0.604], [2.529, 1.149, -3.518], [-6.456, 0.115, -1.117], [2.823, 2.489, -2.518], [-4.402, -3.398, 0.200], [-0.588, -0.850, -1.218], [3.220, 1.904, 0.597], [2.639, -3.036, 4.884], [1.928, -4.683, -0.803], [4.233, 3.759, 0.084], [4.233, -4.354, -1.819], [-2.235, 0.901, 0.952], [-6.276, -0.934, -0.996], [-3.294, -0.742, -1.111], [-3.188, -0.072, -0.394], [3.592, 2.693, 3.260], [0.872, -3.076, 0.524], [-3.573, -3.809, -1.348], [-1.851, 4.780, -1.521], [-1.503, 2.392, -1.316], [-1.874, 2.098, -2.627], [-6.969, -1.511, -1.618], [0.973, 1.203, -1.606], [0.776, -1.838, -2.296], [4.348, -2.345, -1.046], [-4.490, -3.362, -0.880]]}

(4)
{"formula": "C7H29NO6", "method": "the ωB97M-V functional and the def2-TZVPD basis", "total_charge": 0, "smiles": "CCCCNCCC.O.O.O.O.O.O", "e_homo_ev": -8.612, "lumo_ev": 0.3, "relative_energy_ev": 0.845, "elements": ["H", "H", "C", "H", "H", "H", "H", "H", "H", "H", "H", "H", "H", "H", "H", "N", "H", "H", "H", "H", "H", "H", "C", "C", "H", "C", "C", "O", "H", "C", "H", "H", "O", "O", "H", "H", "C", "H", "O", "H", "O", "H", "O"], "xyz": [[0.420, 0.200, -4.105], [-0.473, 1.844, 3.515], [-0.526, -0.103, 2.746], [-0.004, 3.739, -0.257], [-1.360, -1.431, -3.317], [-1.371, -0.139, 2.077], [0.023, -2.201, 0.311], [2.344, -1.744, -0.007], [-1.505, -2.734, -2.393], [3.939, -0.924, 0.114], [-2.811, -1.425, 0.674], [1.499, -0.114, -1.586], [-0.733, 2.490, -1.016], [-0.681, -0.302, 3.810], [0.167, 0.562, -0.265], [0.630, 1.342, 0.174], [-3.599, 1.324, -1.116], [3.049, 0.601, -1.844], [2.375, 0.726, 1.042], [-1.222, -2.867, -0.248], [2.518, 2.190, -0.034], [-0.830, 1.101, -3.938], [3.071, -1.113, -0.509], [0.093, 1.321, 2.736], [-0.910, 2.251, 1.165], [0.155, 1.990, 1.361], [2.448, 0.190, -1.055], [-1.954, -2.127, -3.002], [0.541, 3.047, 1.389], [0.472, -1.167, 2.223], [-3.274, -0.226, -1.414], [-3.469, -2.439, -0.295], [-0.399, 0.306, -3.628], [-0.697, 3.422, -0.839], [3.670, -1.582, -1.297], [1.370, -1.269, 2.846], [2.127, 1.181, 0.060], [0.698, -0.726, 1.239], [-0.317, -2.584, -0.513], [0.970, 1.438, 3.419], [-2.803, -2.341, 0.390], [-0.029, -2.137, 2.159], [-3.613, 0.429, -0.772]]}

(5)
{"formula": "C3H3NOS2", "method": "the ωB97M-V functional and the def2-TZVPD basis", "total_charge": 0, "smiles": "S=c1ccn(S)o1", "e_homo_ev": -8.314, "lumo_ev": -0.4, "relative_energy_ev": 4.634, "elements": ["H", "N", "C", "O", "H", "S", "C", "C", "S", "H"], "xyz": [[-1.494, -1.790, 0.813], [0.549, 0.389, -0.620], [-0.066, -0.882, -0.540], [-0.202, 1.349, 0.220], [3.017, 0.394, -0.883], [1.867, 1.247, -1.595], [-1.051, -0.848, 0.400], [-1.064, 0.501, 1.088], [-1.768, 1.349, 2.311], [0.212, -1.708, -1.194]]}

(6)
{"formula": "C5H8N", "method": "the ωB97M-V functional and the def2-TZVPD basis", "total_charge": 1, "smiles": "C=C1[N@H+]2C[C@@]12C", "e_homo_ev": -15.126, "lumo_ev": -3.1, "relative_energy_ev": 4.391, "elements": ["C", "H", "H", "C", "H", "C", "H", "C", "H", "H", "H", "C", "N", "H"], "xyz": [[0.932, -0.240, -1.741], [0.541, -0.788, -2.631], [-0.598, -1.689, 1.070], [0.257, 0.338, 0.867], [1.354, 1.898, 1.706], [0.762, 1.005, 1.838], [1.809, -0.633, -1.297], [-1.581, -0.197, -0.261], [1.048, 0.759, -2.145], [0.565, 0.624, 2.901], [-2.262, -0.903, -0.642], [-0.168, 0.019, -0.522], [-0.556, -0.768, 0.631], [-2.102, 0.576, 0.224]]}

Number 1: total energy -319.632576 a.u.. Number 2: total energy -232.384803 a.u.. Number 3: total energy -3563.810489 a.u.. Number 4: total energy -790.219534 a.u.. Number 5: total energy -1042.328372 a.u.. Number 6: total energy -249.663761 a.u..